[1]
# C2H5FS2

A 2-piece molecular cluster, C2H5FS2 overall in a non-equilibrium geometry (wB97M-V/def2-TZVPD, OMol25).

As for the HOMO energy (spin up / spin down): -0.291 / -0.311 Eh. The value obtained for the LUMO energy (spin up / spin down) is -1.46 / 0.41 eV. For the relative energy (zero: lowest compared OMol25 entry of this formula, charge and spin), the calculation gives 293.4 kJ/mol. As for the total energy: -26539.74603 eV. Its orbital gap (spin up / spin down) is 6.5 / 8.9 eV. As for the spin multiplicity: 1. The strongest force on any atom comes out at 3.6 eV/A.

Geometry as XYZ:
```
10
C2H5FS2 (wB97M-V/def2-TZVPD)
C -0.94090 0.45970 -0.18724
C -0.84191 -0.93004 -0.47059
F -1.10947 -1.66880 0.58704
S 2.17037 0.96623 0.22328
S 2.49263 -0.90395 -0.26598
H 0.03709 0.78230 0.21378
H -1.19700 1.00420 -0.99126
H -1.42158 0.74205 0.68428
H -1.08786 -1.56365 -1.35378
H 1.89864 1.11196 1.56046
```

How is the electron density shared among the atoms? According to Löwdin, the charges in e are: -0.115, -0.195, 0.014, 0.176, 0.041, -0.040, 0.055, 0.078, 0.128, -0.141

[2]
# C2H5I2N

C2H5I2N as an isolated structure in a non-equilibrium geometry (wB97M-V/def2-TZVPD, OMol25).

As for the HOMO energy (spin up / spin down): -0.313 / -0.314 Eh. The value obtained for the LUMO energy (spin up / spin down) is -0.49 / -0.49 eV. For the relative energy (zero: lowest compared OMol25 entry of this formula, charge and spin), the calculation gives 296.7 kJ/mol. As for the total energy: -19842.28689 eV. Its orbital gap (spin up / spin down) is 8.0 / 8.0 eV. As for the spin multiplicity: 1. The strongest force on any atom comes out at 5.2 eV/A.

Geometry as XYZ:
```
10
C2H5I2N (wB97M-V/def2-TZVPD)
C -1.18907 0.66959 -0.54307
C 0.82638 -1.06207 0.72910
N -0.21423 0.82968 0.43315
I 2.57002 -1.43821 -0.36873
I 1.31371 1.97165 -0.17484
H -2.07825 0.17463 -0.06138
H -1.46961 1.74816 -0.84663
H -0.73733 0.00422 -1.27452
H 0.01286 -1.70315 0.39886
H 0.96553 -1.19448 1.70806
```

How is the electron density shared among the atoms? According to Löwdin, the charges in e are: -0.370, -0.595, -0.653, 0.716, 0.747, 0.089, 0.086, 0.055, -0.006, -0.070